1.
{"formula": "H8O4", "method": "the ωB97M-V functional and the def2-TZVPD basis", "homo_ev": -9.95, "lumo_ev": 0.40, "e_above_lowest_kj_mol": 202.2, "smiles": "O.O.O.O", "species": ["H", "H", "H", "H", "H", "H", "H", "H", "O", "O", "O", "O"], "coordinates": [[0.18324, 0.84258, -1.11786], [-0.42080, 2.14239, -0.61223], [-2.57329, 1.54347, -1.88666], [-1.86256, 0.25205, -2.25700], [-0.63754, -1.58489, 1.05243], [0.02640, -1.50791, 2.41746], [2.57942, -0.32589, 1.98578], [2.91533, -0.64871, 0.53906], [-0.41233, 1.55495, -1.37633], [-2.46603, 0.62765, -1.60603], [0.15032, -1.86599, 1.53123], [2.51783, -1.02970, 1.33015]], "lowdin_charge": [0.048, 0.055, 0.034, 0.032, 0.034, 0.036, 0.035, 0.035, -0.073, -0.097, -0.071, -0.067]}

=====

2.
{"formula": "C30H51Cl2N2OPRu", "method": "the ωB97M-V functional and the def2-TZVPD basis", "s2": 6.042, "homo_ev": [-4.62, -6.72], "lumo_ev": [0.26, -4.18], "multiplicity": 5, "species": ["P", "C", "C", "C", "C", "C", "C", "C", "C", "C", "C", "C", "C", "C", "C", "C", "C", "C", "C", "H", "H", "H", "H", "H", "H", "H", "H", "H", "H", "H", "H", "H", "H", "H", "H", "H", "H", "H", "H", "H", "H", "H", "H", "H", "H", "H", "H", "H", "H", "H", "H", "H", "Ru", "Cl", "Cl", "C", "H", "C", "C", "C", "C", "C", "C", "H", "H", "H", "H", "H", "C", "N", "C", "C", "O", "N", "C", "C", "H", "H", "H", "H", "H", "H", "H", "H", "H", "H", "H", "H"], "coordinates": [[0.82810, -0.49005, -0.72087], [1.11340, 0.14580, -2.44472], [2.35528, -0.35740, -3.20163], [2.52214, 0.43092, -4.51152], [1.26927, 0.34563, -5.39187], [0.02340, 0.80155, -4.62243], [-0.13912, -0.00158, -3.32551], [0.20858, -2.23634, -0.77482], [1.02250, -3.20246, -1.65056], [0.54053, -4.64619, -1.43723], [-0.96381, -4.77929, -1.70872], [-1.76885, -3.79081, -0.85506], [-1.29437, -2.34898, -1.07385], [2.54693, -0.67953, -0.03019], [3.24963, 0.68883, 0.02671], [4.69418, 0.54941, 0.52153], [4.75332, -0.15799, 1.88101], [4.03783, -1.51211, 1.82937], [2.58825, -1.36590, 1.34553], [1.24675, 1.22056, -2.25312], [2.25868, -1.42676, -3.42641], [3.25781, -0.23586, -2.59442], [3.39823, 0.05987, -5.05752], [2.71939, 1.48333, -4.26507], [1.40177, 0.94887, -6.29807], [1.12832, -0.69479, -5.71963], [0.11393, 1.86704, -4.37132], [-0.87221, 0.69065, -5.24601], [-1.02911, 0.32925, -2.78070], [-0.28890, -1.05996, -3.57640], [0.32302, -2.53460, 0.27647], [0.74854, -4.94002, -0.39864], [2.09309, -3.12887, -1.42676], [0.89607, -2.93380, -2.70716], [1.10828, -5.32797, -2.08252], [-1.29223, -5.80800, -1.51717], [-1.15569, -4.57687, -2.77273], [-2.83826, -3.86829, -1.08557], [-1.65068, -4.04281, 0.20796], [-1.83945, -1.66954, -0.41754], [-1.50497, -2.04946, -2.10667], [3.09039, -1.31968, -0.73942], [3.21931, 1.18401, -0.94914], [2.68883, 1.34682, 0.70404], [5.27352, -0.02807, -0.21352], [5.16042, 1.54033, 0.58430], [4.26649, 0.47212, 2.63707], [5.79510, -0.28709, 2.19891], [4.04923, -1.98744, 2.81760], [4.57920, -2.18324, 1.14664], [2.11985, -2.35379, 1.29659], [2.00307, -0.78306, 2.06643], [-0.43461, 1.01064, 0.62870], [-0.84117, -0.84117, 2.11038], [0.47725, 2.87964, -0.59481], [-1.91084, 1.10492, -0.47392], [-1.75582, 1.72463, -1.37241], [-3.26623, 0.56844, -0.43254], [-3.71620, -0.41169, 0.47523], [-5.02624, -0.87041, 0.42605], [-5.92266, -0.35848, -0.51791], [-5.49692, 0.61551, -1.42337], [-4.18244, 1.06896, -1.38325], [-3.01350, -0.80572, 1.20253], [-5.35580, -1.62997, 1.12968], [-6.18822, 1.01667, -2.15929], [-3.84211, 1.82334, -2.08861], [-6.94755, -0.71813, -0.54740], [1.30976, 2.21159, 2.91323], [0.22500, 2.72943, 3.72824], [0.60224, 3.42792, 4.94439], [-1.07805, 2.52745, 3.29153], [-1.28004, 1.93159, 2.23137], [-2.25090, 2.95308, 3.93269], [-2.43131, 3.70045, 5.17660], [-3.52278, 2.62617, 3.27493], [2.31391, 2.40257, 3.34618], [1.28658, 2.70089, 1.92633], [1.19779, 1.11947, 2.80849], [0.27981, 4.48961, 4.88398], [0.21066, 2.88624, 5.83094], [1.70075, 3.47175, 5.09232], [-2.97897, 4.64209, 4.95390], [-3.05380, 3.09873, 5.87422], [-1.56429, 4.00012, 5.74580], [-3.55878, 3.08315, 2.26192], [-3.63280, 1.52327, 3.18104], [-4.40672, 3.00087, 3.83717]], "lowdin_charge": [0.984, -0.442, -0.199, -0.194, -0.206, -0.194, -0.211, -0.442, -0.197, -0.196, -0.205, -0.194, -0.219, -0.425, -0.226, -0.192, -0.205, -0.195, -0.220, 0.024, 0.102, 0.093, 0.108, 0.118, 0.106, 0.112, 0.118, 0.107, 0.081, 0.102, 0.063, 0.116, 0.104, 0.101, 0.108, 0.105, 0.113, 0.106, 0.117, 0.040, 0.105, 0.100, 0.094, 0.067, 0.114, 0.110, 0.104, 0.106, 0.109, 0.114, 0.099, 0.062, 0.657, 0.031, -0.075, -0.330, 0.000, -0.298, -0.028, 0.001, -0.094, -0.018, 0.014, 0.017, 0.127, 0.121, 0.128, 0.097, -0.095, -0.114, -0.070, -0.416, -0.222, -0.114, -0.074, -0.053, 0.097, 0.018, 0.040, 0.097, 0.096, 0.090, 0.097, 0.097, 0.045, 0.100, 0.094, 0.091]}

=====

3.
{"formula": "C4H10N2O2", "method": "the ωB97M-V functional and the def2-TZVPD basis", "homo_ev": -8.59, "lumo_ev": 0.52, "e_above_lowest_kj_mol": 302.4, "smiles": "C/C=N/N.O=C=O.C", "species": ["C", "C", "C", "C", "N", "N", "O", "O", "H", "H", "H", "H", "H", "H", "H", "H", "H", "H"], "coordinates": [[3.07394, 0.69745, -2.44403], [1.27244, -0.49246, 0.24131], [-2.01592, -0.76959, 2.73403], [0.10816, 0.28858, -0.28320], [-1.57549, 0.70929, -1.74846], [-0.77066, -0.17541, -1.07171], [3.81428, -0.11051, -2.79746], [2.29335, 1.50983, -2.22309], [1.16193, -1.49026, 0.01598], [2.09037, -0.08188, -0.32859], [1.44766, -0.18434, 1.24106], [-2.18869, -1.66906, 2.22648], [-1.44628, -1.07876, 3.68063], [-1.41970, -0.08301, 2.04668], [0.13871, 1.33100, 0.02355], [-2.94492, -0.55323, 3.02009], [-1.30967, 1.75099, -1.55707], [-1.72951, 0.40137, -2.77616]], "lowdin_charge": [-0.441, -0.056, -0.033, -0.288, -0.065, -0.079, 0.220, 0.207, 0.057, 0.040, 0.067, -0.008, 0.054, 0.035, 0.108, -0.045, 0.112, 0.115]}

=====

4.
{"formula": "C40H91FINO14P5", "method": "the ωB97M-V functional and the def2-TZVPD basis", "total_charge": 1, "homo_ev": -11.39, "lumo_ev": -2.45, "species": ["C", "C", "C", "C", "C", "C", "C", "C", "C", "C", "C", "C", "O", "C", "P", "C", "C", "C", "C", "C", "F", "N", "C", "C", "C", "I", "C", "P", "O", "H", "H", "H", "H", "H", "H", "H", "H", "H", "H", "H", "H", "H", "H", "H", "H", "H", "H", "H", "H", "H", "H", "H", "H", "H", "H", "H", "H", "H", "H", "H", "H", "H", "H", "H", "H", "H", "H", "H", "H", "H", "H", "H", "H", "H", "H", "O", "P", "O", "C", "C", "O", "C", "C", "O", "C", "C", "H", "H", "H", "H", "H", "H", "H", "H", "H", "H", "H", "H", "H", "H", "H", "O", "P", "O", "C", "C", "O", "C", "C", "O", "C", "C", "H", "H", "H", "H", "H", "H", "H", "H", "H", "H", "H", "H", "H", "H", "H", "O", "P", "O", "C", "C", "O", "C", "C", "O", "C", "C", "H", "H", "H", "H", "H", "H", "H", "H", "H", "H", "H", "H", "H", "H", "H"], "coordinates": [[2.17048, 2.29682, -3.79219], [3.24809, 1.27243, -4.17457], [2.73384, -0.18294, -4.26867], [1.70041, -0.48107, -3.18025], [1.53586, -1.96741, -2.87400], [0.62790, -2.14664, -1.65016], [0.06055, -3.55961, -1.51950], [-0.98760, -3.66509, -0.40223], [-2.32999, -2.96433, -0.69281], [-3.05452, -3.50910, -1.92037], [-4.41454, -2.82607, -2.15801], [-4.30994, -1.33979, -2.44789], [-5.44145, -0.62590, -2.00158], [-5.24737, 0.77493, -2.20236], [-6.50942, 1.70581, -1.19012], [-5.84430, 1.80219, 0.51259], [-7.97290, 0.61532, -1.01251], [-5.21175, 1.12719, -3.72868], [-6.32667, 2.03532, -4.23558], [-7.71970, 1.41679, -4.34966], [-8.21261, 1.66490, -5.61791], [-5.11388, -0.15512, -4.51877], [-5.00918, 0.06212, -5.99248], [-5.03733, -1.20486, -6.85776], [-5.94864, -2.33270, -6.33669], [-3.09240, -1.96856, -7.33702], [-4.04329, -1.05798, -3.96521], [-2.29119, -0.44893, -4.10349], [-1.44392, -1.64535, -4.28442], [2.40994, 3.28630, -4.17705], [1.19034, 2.02545, -4.18911], [2.10200, 2.37709, -2.70834], [3.65682, 1.57316, -5.13911], [4.05043, 1.29095, -3.43743], [3.59578, -0.83998, -4.15243], [2.30901, -0.32975, -5.26423], [0.73621, -0.05711, -3.46068], [2.04005, 0.00437, -2.25963], [1.14364, -2.50709, -3.73569], [2.52268, -2.38541, -2.66027], [-0.16131, -1.39281, -1.67948], [1.25894, -1.96377, -0.77519], [0.87416, -4.23832, -1.25353], [-0.31642, -3.89609, -2.48612], [-1.17547, -4.70136, -0.11708], [-0.54390, -3.14991, 0.45467], [-2.07757, -1.90550, -0.79765], [-2.94706, -3.04339, 0.20530], [-3.26986, -4.55918, -1.71646], [-2.44453, -3.42271, -2.81862], [-4.98406, -2.91373, -1.22804], [-5.01581, -3.34449, -2.90951], [-3.45223, -0.97844, -1.87238], [-4.27894, 1.04920, -1.76653], [-6.35043, 2.61710, 1.02167], [-6.00545, 0.88443, 1.07906], [-4.77339, 1.99485, 0.47166], [-7.70415, -0.43354, -0.89256], [-8.47158, 0.94496, -0.10182], [-8.67114, 0.72687, -1.83566], [-4.28679, 1.68735, -3.88371], [-6.05351, 2.33433, -5.24893], [-6.34666, 2.96490, -3.67877], [-8.39220, 1.92551, -3.66131], [-7.77284, 0.34882, -4.11891], [-6.00228, -0.63669, -4.35020], [-4.08542, 0.59872, -6.19744], [-5.80691, 0.70466, -6.35327], [-5.43917, -0.89232, -7.81511], [-6.72603, -1.98437, -5.65212], [-5.38010, -3.15607, -5.91293], [-6.48122, -2.75408, -7.18687], [-4.03911, -2.02702, -4.45487], [-2.14156, 0.44059, -5.18631], [-1.96149, 0.18329, -2.88935], [5.64282, 3.72804, -1.37384], [6.15218, 4.26327, -0.09773], [5.16060, 5.48286, 0.28915], [3.80172, 5.20496, 0.62923], [3.64933, 4.55766, 1.99540], [7.47068, 5.11919, -0.47962], [8.11964, 4.95853, -1.74287], [7.64660, 5.99605, -2.74014], [6.62842, 4.00046, 1.41193], [7.36536, 2.79878, 1.75158], [8.75655, 2.77336, 1.15034], [3.35109, 4.57848, -0.14767], [3.28837, 6.16579, 0.61819], [4.06509, 3.54804, 2.00703], [2.59497, 4.49154, 2.26800], [4.17756, 5.13445, 2.75374], [7.97056, 3.94959, -2.12867], [9.18946, 5.07658, -1.56190], [6.55908, 6.05774, -2.75961], [8.00669, 5.76059, -3.74243], [8.01943, 6.98354, -2.46474], [6.79618, 1.92454, 1.44288], [7.42527, 2.78484, 2.83801], [8.72151, 2.62284, 0.06923], [9.33307, 1.95477, 1.58136], [9.27504, 3.71273, 1.33598], [3.90739, -0.28272, 4.02582], [4.24665, -1.68889, 3.76707], [5.79061, -1.97368, 4.05295], [6.29938, -1.88755, 5.39439], [5.85732, -3.04660, 6.26692], [4.28629, -1.81335, 2.14666], [3.78923, -0.75118, 1.33772], [4.89974, 0.18024, 0.89988], [3.65166, -3.14820, 3.99550], [2.22081, -3.33094, 4.09165], [1.51819, -3.06889, 2.77291], [6.00351, -0.93249, 5.83657], [7.38387, -1.88697, 5.30235], [4.78334, -3.01198, 6.45878], [6.37281, -3.01581, 7.22670], [6.07024, -3.99717, 5.77882], [3.00696, -0.20231, 1.86376], [3.32400, -1.20946, 0.46157], [5.53597, 0.46532, 1.73552], [4.48588, 1.08196, 0.44151], [5.54265, -0.31255, 0.16833], [1.81917, -2.69015, 4.88048], [2.07185, -4.36404, 4.39965], [1.51701, -2.00511, 2.52699], [0.48170, -3.39763, 2.82862], [2.01605, -3.59693, 1.96042], [-2.35083, -0.17065, 6.99045], [-1.99072, -0.50304, 5.60756], [-1.25778, 0.72187, 4.89290], [0.03882, 1.14784, 5.35743], [1.16058, 0.20454, 4.96695], [-3.38951, -0.47551, 4.78093], [-4.64348, -0.39441, 5.45893], [-5.12983, 1.03744, 5.55093], [-1.38012, -1.72760, 4.78164], [-1.56301, -3.06979, 5.29355], [-3.00558, -3.53143, 5.24066], [0.00184, 1.28924, 6.44040], [0.21258, 2.12161, 4.90275], [1.06982, -0.75379, 5.48635], [2.12544, 0.63262, 5.21853], [1.13427, -0.00007, 3.89690], [-4.57787, -0.84678, 6.44826], [-5.35104, -0.99216, 4.87995], [-4.34284, 1.69895, 5.91091], [-5.98825, 1.11237, 6.21930], [-5.42919, 1.40049, 4.56573], [-1.17800, -3.12588, 6.31442], [-0.94393, -3.71159, 4.67300], [-3.61767, -3.01007, 5.97790], [-3.06324, -4.59866, 5.45542], [-3.43591, -3.33975, 4.25843]], "lowdin_charge": [-0.117, -0.248, -0.206, -0.237, -0.212, -0.213, -0.200, -0.195, -0.201, -0.174, -0.122, -0.341, -0.114, -0.394, 0.951, -0.278, -0.263, -0.220, -0.144, -0.198, -0.030, -0.039, -0.183, -0.729, -0.138, 0.995, -0.258, 0.729, -0.432, 0.069, 0.056, 0.065, 0.099, 0.102, 0.107, 0.110, 0.076, 0.115, 0.107, 0.117, 0.089, 0.102, 0.116, 0.102, 0.112, 0.096, 0.090, 0.119, 0.127, 0.093, 0.130, 0.121, 0.105, 0.117, 0.040, 0.045, 0.040, 0.044, 0.050, 0.016, 0.152, 0.117, 0.106, 0.112, 0.118, 0.152, 0.097, 0.125, 0.074, 0.079, 0.056, 0.089, 0.091, 0.019, 0.046, -0.222, 0.473, -0.193, -0.278, -0.079, -0.199, -0.293, -0.071, -0.179, -0.238, -0.067, 0.105, 0.117, 0.060, 0.075, 0.084, 0.102, 0.117, 0.076, 0.078, 0.077, 0.077, 0.125, 0.073, 0.083, 0.088, -0.212, 0.456, -0.175, -0.261, -0.078, -0.192, -0.291, -0.065, -0.168, -0.236, -0.068, 0.114, 0.119, 0.067, 0.081, 0.085, 0.098, 0.105, 0.058, 0.076, 0.087, 0.098, 0.124, 0.065, 0.064, 0.091, -0.205, 0.438, -0.180, -0.246, -0.090, -0.210, -0.301, -0.068, -0.189, -0.249, -0.067, 0.117, 0.118, 0.061, 0.067, 0.073, 0.101, 0.114, 0.080, 0.080, 0.065, 0.123, 0.100, 0.071, 0.085, 0.085]}

=====

5.
{"formula": "C2H6O2", "method": "the ωB97M-V functional and the def2-TZVPD basis", "homo_ev": -11.04, "lumo_ev": 0.54, "e_above_lowest_kj_mol": 61.0, "smiles": "O=CO.C", "species": ["C", "H", "H", "H", "H", "O", "C", "O", "H", "H"], "coordinates": [[2.55620, 1.10032, -2.68388], [3.13147, 1.71443, -1.99473], [2.73186, 0.13595, -2.19930], [2.71278, 1.08437, -3.75817], [1.49879, 1.37281, -2.68831], [-3.90125, -1.01932, 3.32109], [-2.81059, -0.84072, 2.90158], [-2.31123, -1.76110, 2.00424], [-2.24358, 0.07840, 3.02202], [-1.36445, -1.86512, 2.07546]], "lowdin_charge": [-0.056, 0.015, 0.014, 0.015, 0.013, 0.098, -0.369, 0.050, 0.132, 0.089]}

=====

6.
{"formula": "C2H3INO2", "method": "the ωB97M-V functional and the def2-TZVPD basis", "total_charge": -1, "homo_ev": -2.74, "lumo_ev": 3.30, "e_above_lowest_kj_mol": 220.5, "species": ["C", "C", "N", "O", "O", "I", "H", "H", "H"], "coordinates": [[-1.22346, -2.66769, 0.15503], [-0.04956, 0.08672, -0.27858], [-1.25654, -0.44550, -0.78727], [-0.84424, -2.52769, 1.26895], [-1.62069, -3.26104, -0.76587], [-3.10300, 0.08208, 0.07373], [0.82914, -0.24794, -0.94826], [-0.07946, 1.15142, 0.03394], [0.23132, -0.40196, 0.80016]], "lowdin_charge": [-0.588, -0.466, -0.665, 0.059, 0.095, 0.410, 0.076, 0.019, 0.060]}